Run 1
Entry from OMol25: a cluster of 2 separate species, C10H10N2 in total (wB97M-V/def2-TZVPD).

Output
- LUMO energy: 0.0209 hartree
- Structure (SMILES): c1ccncc1.c1ccncc1
- Kohn-Sham gap: 10.19 eV

The geometry in XYZ format:
```
22
C10H10N2 (wB97M-V/def2-TZVPD)
C -2.8241 1.2162 0.3063
C -2.3550 0.3234 1.3068
C -1.9116 -0.9588 0.9978
N -1.9354 -1.2990 -0.2557
C -2.5100 -0.5845 -1.2653
C -2.9346 0.6742 -1.0855
H -2.9820 2.1203 0.5795
H -2.2610 0.6661 2.3460
H -1.3633 -1.6056 1.7867
H -2.1562 -0.8909 -2.1398
H -3.4765 1.4079 -1.7483
C 1.1343 0.3790 0.1019
C 1.5043 -1.0045 0.1241
C 2.8051 -1.1404 -0.0755
N 3.7833 -0.3068 -0.2333
C 3.3121 1.0414 -0.0354
C 2.0050 1.4827 -0.0171
H -0.0096 0.6364 0.6050
H 0.9280 -1.9060 0.2981
H 3.1506 -2.1770 -0.0571
H 4.1593 1.8733 -0.2531
H 1.7226 2.5435 -0.1439
```

These are the Mulliken partial charges, in e, on atoms 1 to 5: -0.337, -0.449, -0.006, -0.458, -0.454



Run 2
Entry from OMol25: a structure of composition C10H10N2 (wB97M-V/def2-TZVPD).

Output
- LUMO energy: -0.0040 hartree
- Kohn-Sham gap: 5.59 eV

The geometry in XYZ format:
```
22
C10H10N2 (wB97M-V/def2-TZVPD)
C -1.2382 1.0658 0.5090
C -2.5732 1.1916 0.1574
C -3.2436 0.0223 -0.2118
C -2.5606 -1.1855 -0.1975
C -1.2113 -1.2045 0.1444
C 0.9632 0.7961 -0.3143
C 2.1867 1.2570 -0.2772
C 3.2394 0.4476 -0.0001
C 2.8975 -0.8453 0.3508
C 1.5784 -1.3543 0.0177
H -0.6354 1.9600 0.7236
H -3.0575 2.1902 0.1837
H -4.2979 0.0234 -0.4895
H -3.0854 -2.1118 -0.4260
H -0.6597 -2.1592 0.1367
H 0.0130 1.4710 -0.4289
H 2.3474 2.3066 -0.3985
H 4.3109 0.6335 -0.1951
H 3.6793 -1.5094 0.4630
H 1.2917 -2.3687 0.1200
N -0.5366 -0.0808 0.4595
N 0.5918 -0.5455 -0.3271
```

These are the Mulliken partial charges, in e, on atoms 1 to 5: -0.281, -0.548, -0.237, -0.633, -0.107



run 1 (122.7 kcal/mol below the next structure)



Run 1
Entry from OMol25: the molecule C6H12 (wB97M-V/def2-TZVPD).

Output
- LUMO energy: 0.0455 hartree
- Structure (SMILES): CC[C@H]1C[C@H]1C
- Kohn-Sham gap: 11.10 eV

The geometry in XYZ format:
```
18
C6H12 (wB97M-V/def2-TZVPD)
C 1.7521 1.0376 -0.5050
C 1.3862 -0.2587 0.2106
C 0.1633 -0.8809 -0.4347
C -0.9309 -1.5955 0.3069
C -1.2219 -0.2744 -0.3505
C -1.5500 0.9198 0.5253
H 1.8566 0.8720 -1.5844
H 0.9621 1.7794 -0.3567
H 2.6938 1.4488 -0.1296
H 1.2190 -0.0606 1.2767
H 2.2386 -0.9524 0.1592
H 0.4082 -1.3287 -1.3982
H -0.9008 -1.5890 1.3948
H -1.3382 -2.5022 -0.1316
H -1.8050 -0.3132 -1.2708
H -2.5955 0.8928 0.8591
H -1.4059 1.8702 -0.0010
H -0.9318 0.9352 1.4298
```

These are the Mulliken partial charges, in e, on atoms 1 to 5: -1.055, -0.602, -0.066, -0.769, 0.259



Run 2
Entry from OMol25: the molecule C6H12 (wB97M-V/def2-TZVPD).

Output
- LUMO energy: 0.0450 hartree
- Structure (SMILES): C=CCCCC
- Kohn-Sham gap: 10.80 eV

The geometry in XYZ format:
```
18
C6H12 (wB97M-V/def2-TZVPD)
C -0.2646 -2.7522 0.5364
C 0.9234 -2.2018 0.2784
C 1.1464 -0.7188 0.0171
C -0.1339 0.0951 0.0007
C 0.0938 1.5925 -0.3329
C -1.1485 2.4659 -0.3098
H -0.4026 -3.8048 0.7676
H -1.1477 -2.1039 0.6533
H 1.7818 -2.8539 0.2506
H 1.9260 -0.3908 0.7781
H 1.6870 -0.5632 -0.9253
H -0.6808 0.0315 0.9671
H -0.7719 -0.3717 -0.7332
H 0.9140 1.9985 0.3008
H 0.5288 1.5380 -1.3676
H -0.9637 3.4747 -0.7810
H -1.4956 2.5922 0.7370
H -1.9920 1.9727 -0.8371
```

These are the Mulliken partial charges, in e, on atoms 1 to 5: -0.752, -0.212, -0.376, -0.737, -0.438



Run 3
Entry from OMol25: the molecule C6H12 (wB97M-V/def2-TZVPD).

Output
- LUMO energy: 0.0413 hartree
- Structure (SMILES): C[C@@H]1CC[C@@H]1C
- Kohn-Sham gap: 9.54 eV

The geometry in XYZ format:
```
18
C6H12 (wB97M-V/def2-TZVPD)
C -0.2377 -1.1348 1.5176
C -0.4388 0.1566 0.7725
C -1.4332 0.1318 -0.3764
C -0.3168 1.4119 -1.0062
C 0.6935 0.7452 -0.0749
C 1.5159 -0.3191 -0.8217
H 0.0102 -1.9441 0.8233
H 0.5719 -1.0371 2.2452
H -1.1552 -1.4106 2.0471
H -0.7396 0.9561 1.4663
H -1.3818 -0.6755 -1.0873
H -2.4986 0.2600 -0.0605
H -1.3418 1.6679 -0.7242
H -0.0983 1.3117 -2.0673
H 1.3858 1.3772 0.4959
H 2.0952 -0.9431 -0.1280
H 0.8762 -0.9877 -1.4126
H 2.2269 0.1447 -1.5161
```

These are the Mulliken partial charges, in e, on atoms 1 to 5: -1.556, 0.208, -0.815, -0.946, 0.404



Run 4
Entry from OMol25: the molecule C6H12 (wB97M-V/def2-TZVPD).

Output
- LUMO energy: 0.0362 hartree
- Kohn-Sham gap: 8.80 eV

The geometry in XYZ format:
```
18
C6H12 (wB97M-V/def2-TZVPD)
C -1.0770 -1.3202 1.2316
C -0.8352 0.1283 0.8656
C 1.0197 0.4011 0.9067
C 0.0718 0.3613 -0.2952
C 0.3594 -0.7309 -1.3221
C -0.1152 1.7180 -0.9678
H -0.3014 -2.0662 0.9949
H -1.3505 -1.4248 2.2864
H -1.9704 -1.5909 0.6508
H 0.2477 0.4930 1.7978
H 1.6447 -0.4828 1.0354
H 1.5379 1.3533 1.0303
H -0.5142 -0.8728 -1.9702
H 0.6009 -1.6951 -0.8655
H 1.2014 -0.4448 -1.9635
H -0.3393 2.4829 -0.2180
H -0.9603 1.6775 -1.6655
H 0.7801 2.0132 -1.5317
```

These are the Mulliken partial charges, in e, on atoms 1 to 5: -1.086, -0.502, -1.199, 1.893, -1.634



run 1 (1.7 kcal/mol below the next structure)



Run 1
Entry from OMol25: the molecule C6H12 (wB97M-V/def2-TZVPD).

Output
- LUMO energy: 0.0416 hartree
- Structure (SMILES): C/C=C(\C)CC
- Kohn-Sham gap: 9.92 eV

The geometry in XYZ format:
```
18
C6H12 (wB97M-V/def2-TZVPD)
C 1.8146 0.0904 1.7756
C 0.5064 0.5058 1.1084
C -0.0630 -0.2333 0.1587
C 0.5673 -1.2780 -0.7043
C -1.4523 0.2171 -0.3241
C -1.4734 0.7536 -1.7640
H 1.9140 0.6505 2.7102
H 2.6859 0.3251 1.1660
H 1.8031 -0.9628 2.0546
H 0.0829 1.4620 1.4068
H 1.5638 -1.5295 -0.3374
H 0.0115 -2.2140 -0.8296
H 0.6973 -0.8274 -1.6934
H -2.0803 -0.6770 -0.2547
H -1.8632 0.9971 0.2817
H -2.5006 1.0058 -2.0135
H -0.9359 1.7020 -1.7918
H -1.0432 0.0569 -2.4674
```

These are the Mulliken partial charges, in e, on atoms 1 to 5: -1.325, -0.124, 0.606, -1.269, -0.706



Run 2
Entry from OMol25: the molecule C6H12 (wB97M-V/def2-TZVPD).

Output
- LUMO energy (alpha / beta): 0.0169 / 0.0146 hartree
- Kohn-Sham gap (alpha / beta): 7.64 / 7.77 eV

The geometry in XYZ format:
```
18
C6H12 (wB97M-V/def2-TZVPD)
C -1.7878 0.5415 1.1330
C -1.2099 -0.6507 0.4082
C 0.1213 -1.0778 0.6655
C 1.0906 -0.4274 -0.6750
C 2.2584 0.3021 -0.4810
C 0.1548 0.6012 -1.2324
H -1.2293 1.4698 0.9269
H -1.7485 0.3756 2.2152
H -2.8282 0.7321 0.8494
H -1.9056 -1.3740 -0.0074
H -0.9126 0.0796 -0.8960
H 0.3045 -2.1437 0.5536
H 0.5854 -0.6712 1.5669
H 1.2121 -1.2930 -1.3312
H 2.2278 1.2080 0.1205
H 3.2293 -0.0065 -0.8577
H 0.2938 0.7967 -2.2927
H 0.1438 1.5376 -0.6658
```

These are the Mulliken partial charges, in e, on atoms 1 to 5: -1.119, -0.124, -0.822, 0.342, -0.890



Run 3
Entry from OMol25: the molecule C6H12 (wB97M-V/def2-TZVPD).

Output
- LUMO energy: 0.0416 hartree
- Structure (SMILES): C=C(C)CCC
- Kohn-Sham gap: 10.36 eV

The geometry in XYZ format:
```
18
C6H12 (wB97M-V/def2-TZVPD)
C -1.8728 -0.7137 0.7854
C -1.0308 0.3120 0.6854
C -0.9011 1.4341 1.6504
C -0.0915 0.4206 -0.5581
C 0.8361 -0.8234 -0.5536
C 1.8788 -0.7259 -1.6625
H -2.4408 -0.6953 1.7051
H -1.8236 -1.5660 0.1296
H 0.1713 1.6139 1.7381
H -1.4103 2.3831 1.4859
H -1.3016 1.1256 2.6282
H 0.5209 1.3273 -0.5336
H -0.6623 0.4435 -1.4830
H 0.2195 -1.6999 -0.7631
H 1.3018 -0.8836 0.4277
H 2.4635 -1.6422 -1.7862
H 2.6806 -0.0445 -1.3476
H 1.4621 -0.2658 -2.5482
```

These are the Mulliken partial charges, in e, on atoms 1 to 5: -0.992, 0.784, -1.207, -0.901, -0.170



Run 4
Entry from OMol25: the molecule C6H12 (wB97M-V/def2-TZVPD).

Output
- LUMO energy: 0.0469 hartree
- Structure (SMILES): CCCC1CC1
- Kohn-Sham gap: 11.09 eV

The geometry in XYZ format:
```
18
C6H12 (wB97M-V/def2-TZVPD)
C -2.3391 -0.0060 0.0836
C -1.2784 -0.9466 0.6721
C 0.1972 -0.4335 0.6830
C 0.6265 0.3251 -0.5639
C 2.0267 -0.0048 -1.0419
C 1.7607 1.2229 -0.2078
H -2.2914 0.0609 -1.0104
H -2.2217 1.0028 0.4876
H -3.3505 -0.3528 0.3302
H -1.5218 -1.1560 1.7138
H -1.3796 -1.9230 0.1574
H 0.8389 -1.3074 0.8353
H 0.6472 0.2647 1.5960
H -0.1500 0.7215 -1.2182
H 2.4503 -0.8826 -0.5675
H 2.3353 0.0982 -2.0878
H 1.8366 2.1449 -0.7902
H 1.8132 1.1718 0.9288
```

These are the Mulliken partial charges, in e, on atoms 1 to 5: -1.207, -0.462, -0.569, 0.051, -0.658



run 1 (5.2 kcal/mol below the next structure)



Run 1
Entry from OMol25: a cluster of 2 separate species, C5H8NO in total (wB97M-V/def2-TZVPD).

Output
- LUMO energy: 0.1099 hartree
- Net charge: -1
- Kohn-Sham gap: 5.54 eV

The geometry in XYZ format:
```
15
C5H8NO (wB97M-V/def2-TZVPD)
C -2.5953 0.8296 -0.0366
C -1.4342 0.8462 0.3389
C -4.0530 0.7000 -0.0507
C 1.7129 -1.1572 0.0325
C 2.5757 0.1746 0.2255
N 3.8047 0.0393 -0.1850
O 4.7299 0.9642 -0.3725
H -4.5793 1.4922 0.6062
H -4.3848 -0.1877 0.3791
H -4.3976 0.6508 -0.9789
H 1.6447 -1.5350 1.0454
H 2.3075 -1.8140 -0.6085
H 0.7908 -0.8664 -0.4723
H -0.4131 0.7537 0.6066
H 4.2912 -0.8903 -0.5296
```

These are the Mulliken partial charges, in e, on atoms 1 to 5: -0.049, 0.212, -1.189, -0.665, -0.721



Run 2
Entry from OMol25: the ion C5H8NO with charge -1 (wB97M-V/def2-TZVPD).

Output
- LUMO energy: 0.1427 hartree
- Structure (SMILES): C=CN([O-])C(=C)C
- Net charge: -1
- Kohn-Sham gap: 5.23 eV

The geometry in XYZ format:
```
15
C5H8NO (wB97M-V/def2-TZVPD)
C -2.6501 -0.8517 0.7037
C -1.4007 -0.5985 0.2355
N -0.5938 0.3867 0.6367
O -0.6884 1.0289 1.7491
C 0.9174 0.3915 -0.0836
C 1.8217 1.1685 0.5284
C 1.3059 -0.2969 -1.3431
H -3.2367 -1.4986 0.1883
H -3.0585 -0.1356 1.2737
H -1.0487 -1.2542 -0.4544
H 1.7306 1.6894 1.4596
H 2.8014 1.2514 0.1981
H 0.4960 -0.3308 -2.0852
H 1.6705 -1.2322 -1.0958
H 1.9333 0.2822 -1.9110
```

These are the Mulliken partial charges, in e, on atoms 1 to 5: -1.178, -0.074, 0.306, -0.830, 0.564



run 2 (35.9 kcal/mol below the next structure)



Run 1
Entry from OMol25: a cluster of 3 separate species, C4H16NO2S in total (wB97M-V/def2-TZVPD).

Output
- LUMO energy: -0.1120 hartree
- Net charge: +1
- Kohn-Sham gap: 8.95 eV

The geometry in XYZ format:
```
24
C4H16NO2S (wB97M-V/def2-TZVPD)
C 0.2536 -0.4501 1.9317
C 1.3284 0.4385 1.3902
C 1.5892 0.3779 -0.0948
S 1.5952 -1.3299 -0.7487
C 2.0041 -1.0081 -2.4681
N -1.1044 -0.0883 1.2860
H 0.3080 -1.4986 1.6501
H 0.1654 -0.3047 3.0029
H 2.2579 0.1979 1.9446
H 1.3401 1.4746 1.7250
H 2.5504 0.8422 -0.3142
H 0.8423 0.9921 -0.6136
H 2.1733 0.0463 -2.7011
H 1.2327 -1.2731 -3.1920
H 2.9194 -1.5384 -2.7178
H -1.8590 -0.3430 1.9288
H -1.1416 0.8935 0.9642
H -1.2075 -0.5690 0.3787
H -3.1745 0.1207 -2.4154
H -4.1753 -0.4344 -1.3402
O -3.4330 0.1948 -1.4870
H -3.0382 2.9714 0.9643
H -2.0032 2.7181 2.1003
O -2.1920 2.5481 1.1777
```

These are the Mulliken partial charges, in e, on atoms 1 to 5: -0.737, -0.708, -0.713, -0.063, -0.871



Run 2
Entry from OMol25: a cluster of 3 separate species, C4H16NO2S in total (wB97M-V/def2-TZVPD).

Output
- LUMO energy: -0.1075 hartree
- Net charge: +1
- Kohn-Sham gap: 9.23 eV

The geometry in XYZ format:
```
24
C4H16NO2S (wB97M-V/def2-TZVPD)
C 1.8076 0.8447 -1.3705
C 0.5184 0.4672 -0.6426
C -0.5151 -0.1611 -1.5282
C -1.8971 -0.3853 -0.9002
S -2.8288 1.1535 -0.6414
N 0.9446 -0.5309 0.4444
H 2.1214 0.0472 -2.0453
H 2.6218 1.0112 -0.6635
H 1.7286 1.8112 -1.8605
H 0.2163 1.3596 -0.0916
H -0.7423 0.4630 -2.3739
H -0.0967 -1.0530 -2.0042
H -1.8687 -0.9716 0.0171
H -2.4792 -1.0058 -1.5773
H -2.3703 1.7978 -1.7220
H 1.7932 -0.9935 0.1332
H 0.1817 -1.1616 0.7481
H 1.1706 -0.0679 1.3259
H -1.8702 -2.3175 2.2333
H -0.5431 -3.0457 2.0328
O -1.0496 -2.2792 1.7295
H 1.8267 1.7406 3.0425
H 0.3073 1.8187 3.1256
O 1.0230 1.4584 2.5890
```

These are the Mulliken partial charges, in e, on atoms 1 to 5: -1.610, 0.521, -1.158, -0.204, -0.182



run 2 (14.6 kcal/mol below the next structure)